(1)
Entry from the OMol25 dataset: a gas-phase ion, C6H8N3O2S (charge +1) in a non-equilibrium geometry (the ωB97M-V functional and the def2-TZVPD basis).

## Properties
- highest occupied orbital energy (spin up / spin down) (eV) = -13.158 / -13.159
- LUMO level (spin up / spin down) (eV) = -5.1 / -5.1
- DFT total energy (Ha) = -945.8110
- energy above the lowest of the compared OMol25 structures with the same formula, charge and spin (kcal/mol) = 125.4
- net charge = +1

XYZ file:
```
20
C6H8N3O2S the ωB97M-V functional and the def2-TZVPD basis
C -0.3946 1.9286 0.1033
C 0.8482 1.7066 -0.1851
C -1.7127 1.2407 0.0383
C -1.6064 -0.1172 -0.1628
C 0.8580 -0.6674 -0.0343
C 2.8838 -2.5459 0.1104
N 1.5630 0.4676 -0.0913
N -2.7534 1.9759 0.2290
N -2.2828 -1.2783 0.0248
O -3.5162 -1.0459 0.1213
O -1.6894 -2.3378 -0.2351
S 1.0826 -2.2806 0.1755
H -0.6066 2.9891 0.2395
H 1.4702 2.4901 -0.5332
H 3.2764 -1.6091 -0.4154
H 2.9522 -3.4826 -0.5142
H 3.3086 -2.5909 1.1612
H 2.5235 0.5897 -0.3127
H -2.4884 2.9525 0.2910
H -3.7161 1.6146 -0.0103
```

***

(2)
Entry from the OMol25 dataset: a molecular structure, C4H12N2 in a non-equilibrium geometry (the ωB97M-V functional and the def2-TZVPD basis).

## Properties
- highest occupied orbital energy (spin up / spin down) (eV) = -12.896 / -12.644
- LUMO level (spin up / spin down) (eV) = -8.3 / -8.3
- multiplicity = 2
- DFT total energy (Ha) = -268.5948
- ⟨S²⟩ = 0.759
- energy above the lowest of the compared OMol25 structures with the same formula, charge and spin (kcal/mol) = 129.3
- net charge = +1

XYZ file:
```
18
C4H12N2 the ωB97M-V functional and the def2-TZVPD basis
C -0.6418 0.1834 -1.8350
C -1.1089 -0.0011 -0.4367
C 0.0246 -0.5761 0.4492
C 0.4094 -1.5267 2.5456
N -0.4030 -0.7512 1.7442
N 0.8686 2.1749 -1.4846
H -0.1349 -0.6495 -2.3472
H -1.3221 0.7354 -2.4821
H -1.9785 -0.6710 -0.3741
H -1.3778 0.9529 0.0019
H 0.8275 0.1917 0.3405
H 0.3852 -1.5277 0.0384
H 1.1167 -0.7955 2.9815
H -0.2379 -1.8483 3.3670
H 0.9660 -2.3607 2.1531
H 1.7997 2.3864 -1.9339
H 0.3372 1.0676 -1.7094
H 0.4701 3.0157 -1.0184
```